C16H32O32S8 | wB97M-V/def2-TZVPD

Cartesian coordinates (Å):
C (0.695, 0.001, -1.255)
C (-0.718, 0.281, -0.788)
O (-0.723, -0.212, 0.567)
S (-0.015, -1.636, 0.447)
O (-0.832, -2.495, -0.336)
O (0.448, -2.116, 1.694)
O (1.207, -1.043, -0.373)
H (1.377, 0.829, -1.062)
H (0.850, -0.251, -2.301)
H (-1.481, -0.293, -1.319)
H (-0.988, 1.325, -0.892)
C (3.395, -3.538, 2.774)
C (3.722, -2.607, 1.621)
O (4.036, -1.345, 2.243)
S (4.785, -1.611, 3.606)
O (4.316, -0.677, 4.553)
O (6.175, -1.758, 3.394)
O (4.145, -3.043, 3.888)
H (3.684, -4.546, 2.482)
H (2.343, -3.518, 3.053)
H (2.917, -2.409, 0.923)
H (4.595, -2.924, 1.046)
C (-4.312, 2.621, 0.626)
C (-2.867, 3.056, 0.932)
O (-2.236, 3.246, -0.344)
S (-3.264, 3.102, -1.542)
O (-2.671, 2.402, -2.616)
O (-3.895, 4.341, -1.813)
O (-4.256, 2.161, -0.729)
H (-4.962, 3.488, 0.718)
H (-4.620, 1.767, 1.219)
H (-2.276, 2.334, 1.491)
H (-2.854, 3.995, 1.482)
C (0.734, 1.730, -4.843)
C (2.117, 2.261, -4.590)
O (1.927, 3.329, -3.637)
S (0.492, 3.314, -2.954)
O (-0.284, 4.390, -3.440)
O (0.641, 3.090, -1.569)
O (-0.028, 1.988, -3.663)
H (0.574, 0.695, -5.136)
H (0.230, 2.271, -5.654)
H (2.579, 2.718, -5.465)
H (2.878, 1.576, -4.216)
C (0.695, 0.226, 5.418)
C (1.267, 1.183, 4.383)
O (0.213, 1.330, 3.423)
S (-1.208, 0.919, 3.979)
O (-1.623, -0.243, 3.277)
O (-2.064, 2.035, 4.077)
O (-0.703, 0.523, 5.432)
H (1.067, 0.367, 6.429)
H (0.876, -0.818, 5.151)
H (2.129, 0.811, 3.836)
H (1.530, 2.133, 4.852)
C (-3.865, -2.293, 2.955)
C (-4.039, -3.267, 1.785)
O (-5.314, -2.899, 1.260)
S (-6.276, -2.387, 2.423)
O (-7.178, -3.403, 2.817)
O (-6.747, -1.103, 2.060)
O (-5.152, -2.276, 3.555)
H (-3.675, -1.338, 2.461)
H (-3.064, -2.579, 3.624)
H (-4.077, -4.304, 2.121)
H (-3.271, -3.110, 1.034)
C (6.094, 1.048, -0.145)
C (4.626, 0.636, -0.058)
O (3.958, 1.337, -1.104)
S (4.756, 2.624, -1.605)
O (4.154, 3.785, -1.121)
O (4.985, 2.467, -2.991)
O (6.068, 2.346, -0.776)
H (6.800, 0.390, -0.647)
H (6.489, 1.265, 0.846)
H (4.231, 0.968, 0.904)
H (4.416, -0.421, -0.181)
C (-3.026, -2.542, -3.794)
C (-2.918, -1.188, -4.487)
O (-1.510, -0.942, -4.522)
S (-0.696, -2.298, -4.693)
O (0.325, -2.358, -3.716)
O (-0.393, -2.512, -6.054)
O (-1.866, -3.270, -4.238)
H (-3.905, -3.105, -4.092)
H (-2.958, -2.432, -2.712)
H (-3.385, -0.402, -3.898)
H (-3.346, -1.196, -5.490)

Forces on atoms 1 to 3 (eV/Å):
1.3459 0.6958 -0.0968
-0.5409 -0.3169 -0.8230
-0.3159 -0.1736 0.5017

Output
Spin multiplicity   1
Charge   0
E_tot   -169305.9487 eV
Relative energy (zero: lowest compared OMol25 entry of this formula, charge and spin)   0.0 kcal/mol
Frontier orbital gap   0.413 hartree
Max |F|   0.035 hartree/bohr
HOMO energy   -11.160 eV

Atom charges from the Mulliken analysis, given in e for atoms 1 to 5: -0.286 0.835 0.235 0.720 -0.629